Computed, not measured: 2 unconnected molecules or ions with the total composition C5H8O2, with ωB97M-V with the def2-TZVPD basis set.

Summary:
HOMO energy = -9.15 eV
Orbital gap = 0.3670 Eh
SMILES = C=C=O.C=CCO

```
! wB97M-V def2-TZVPD RIJCOSX def2/J DEFGRID3
* xyz 0 1
O -0.75625 -1.51036 -1.46378
O 2.70530 0.08449 0.62624
C -1.48216 -0.88527 -0.79009
C -0.10197 1.37945 -0.31216
C 0.42486 0.42233 0.44679
C 1.55634 -0.45040 -0.00966
C -2.47836 -0.31224 -0.14661
H 1.38944 -1.50344 0.26810
H -2.35405 0.42470 0.62806
H 1.63043 -0.42339 -1.10792
H -3.45913 -0.67500 -0.41618
H 0.09388 0.28064 1.47480
H -0.87651 2.04879 0.04892
H 0.17430 1.48650 -1.35925
H 3.44979 -0.50370 0.46292
*
```

---

Computed, not measured: a molecular structure, C10H12CuF6N2O4S3Si in a non-equilibrium geometry, with ωB97M-V with the def2-TZVPD basis set.

Summary:
HOMO energy = -4.97 eV
Orbital gap = 0.2814 Eh

```
! wB97M-V def2-TZVPD RIJCOSX def2/J DEFGRID3
* xyz -1 1
Cu -0.97824 0.05999 1.46268
S 0.22588 3.09234 5.30654
S -1.38830 -1.43242 -0.15679
S -1.05401 1.60567 3.33050
Si -0.29132 -2.45115 -3.21306
F 0.71586 0.59288 6.12167
F -1.76202 4.07421 2.65283
F -0.01342 3.33794 1.61592
F 1.79001 2.11547 7.19613
F 2.40165 1.57844 5.20445
F -1.98735 2.64960 1.06624
O 1.02295 3.74089 4.30478
O -2.29479 0.87129 3.19627
O -0.20564 3.81343 6.46486
O 0.20085 0.90563 3.04250
N -1.04697 2.32201 4.73099
N 0.19055 0.65415 -0.48351
C 0.55463 -2.50335 -4.88826
C 1.78653 1.01095 -2.22349
C 0.19442 -3.99013 -2.27741
C -0.21324 -0.48547 -1.08245
C -2.13120 -2.41140 -3.51579
C 1.34643 1.75643 5.99225
C -1.21101 3.01490 2.08333
C 0.29937 -0.90278 -2.32999
C 1.31431 -0.12184 -2.87536
C 1.17641 1.35599 -1.03148
H -0.17826 -4.88447 -2.78541
H 1.47540 2.24678 -0.48788
H 1.75275 -0.40257 -3.82751
H -2.43343 -3.31070 -4.06138
H -0.20906 -3.97217 -1.26476
H -2.40003 -1.53989 -4.11885
H 0.35130 -1.60351 -5.47442
H -2.69124 -2.36284 -2.58271
H 0.18031 -3.36024 -5.45564
H 2.58838 1.61451 -2.62596
H 1.63830 -2.61504 -4.80074
H 1.28324 -4.06355 -2.20912
*
```

---

Values of ΔE to the lowest compared entry with this formula, charge and spin, in order: 59.5, 16.1, all in kcal/mol.
Values of LUMO level, in order: 0.84, 2.69, all in eV.